[1]
26
Properties=species:S:1:pos:R:3:forces:R:3 method="wB97M-V/def2-TZVPD" relative_energy_ev=1.446 total_energy_ha=-824.4277
Ba 0.364639 0.191025 0.102850 -1.7 2.7 1.9
C -1.645210 2.139866 1.984178 -0.7 4.8 -1.2
O -2.065553 1.019493 1.712677 -0.9 -7.7 -1.8
O -2.485755 3.027493 2.201880 -0.8 1.6 1.4
O -0.431169 2.427856 1.751912 3.6 -0.7 -0.3
O 2.628246 -1.533717 -0.033795 0.0 0.1 -0.1
H 3.517628 -1.875544 0.057793 0.3 0.0 0.1
H 2.071572 -2.312347 -0.042325 0.0 -0.4 0.0
O -2.386180 -0.033903 -0.966493 0.3 -0.5 -1.1
H -2.539170 0.355163 -0.105422 -0.1 0.9 1.8
H -3.239722 -0.003480 -1.398669 -0.2 0.0 -0.1
O -0.937999 -2.051396 0.889002 0.3 -0.6 -0.2
H -1.811743 -2.149123 1.267493 -0.5 0.4 0.1
H -0.573986 -2.936664 0.893808 0.0 -0.3 0.1
O 1.112043 -0.782417 2.517368 0.5 -0.2 0.0
H 1.648586 -1.529061 2.783594 0.3 -0.1 0.1
H 0.319006 -0.855276 3.048409 -0.6 0.4 0.2
O 2.346991 1.421966 -1.440245 0.0 0.0 -0.1
H 3.036283 1.894951 -0.973999 0.2 0.3 0.2
H 2.808635 0.939695 -2.126198 0.1 -0.2 -0.3
O 0.200064 -1.344645 -2.040621 0.4 -0.3 -0.5
H -0.285773 -1.195079 -2.851682 -0.3 0.2 -0.2
H 0.235962 -2.297284 -1.954548 -0.1 -0.3 0.0
O -0.589649 2.414304 -1.378692 0.3 -0.3 -0.2
H 0.069059 2.772698 -1.973584 0.3 0.3 -0.1
H -1.366804 2.295425 -1.924694 -0.5 -0.1 0.1

***

[2]
22
Properties=species:S:1:pos:R:3:forces:R:3 method="wB97M-V/def2-TZVPD" charge=-1 relative_energy_ev=0.756 total_energy_ha=-552.7485
N 1.853426 -1.111045 1.367449 0.3 -0.6 -0.2
C 0.518098 -0.839364 0.875176 -1.3 0.5 -0.3
O 0.018070 0.450083 1.064976 0.4 -0.5 -0.5
H 2.509444 -0.641581 0.761363 0.1 0.1 0.0
H 2.063493 -0.805703 2.303586 -0.4 0.2 0.2
H 0.585875 -1.112284 -0.189845 0.1 0.3 -0.2
H -0.259892 -1.539001 1.223874 0.6 -0.4 0.7
H 0.554566 0.796062 -2.372895 0.3 -0.6 0.0
H 1.748276 -0.145046 -2.390374 -0.2 -0.1 -0.1
O 0.914526 -0.006687 -2.856470 -0.1 0.4 0.1
H 1.080848 0.385153 3.767132 -0.4 0.3 0.0
H 0.139489 0.854288 2.632537 0.1 -0.1 0.1
O 0.303886 0.946554 3.622688 0.3 -0.2 0.1
H -0.568942 2.269343 -1.102882 0.3 -0.1 0.3
H 0.170749 1.127837 -0.275746 0.1 1.0 0.3
O 0.289843 1.823438 -1.048064 -0.4 -0.2 -0.3
H -1.560494 -1.514373 -3.177257 0.1 -0.2 -0.7
H -1.791853 -2.232960 -1.970355 -0.2 -0.7 0.2
O -1.923449 -2.373552 -2.916661 0.2 0.9 0.5
H -1.722241 1.132590 0.851528 0.1 0.0 -0.5
H -2.498728 0.978804 -0.470264 0.1 0.1 0.3
O -2.424989 1.557444 0.300504 -0.1 -0.2 0.0

***

[3]
21
Properties=species:S:1:pos:R:3:forces:R:3 method="wB97M-V/def2-TZVPD" smiles=CS.O.O.O.O.O relative_energy_ev=0.385 total_energy_ha=-820.8691
C 2.165723 1.473374 0.028187 -0.7 0.7 -0.7
S 0.623483 2.365895 0.492941 0.4 -0.1 0.0
H 2.975659 1.754134 0.682018 0.0 -0.2 0.5
H 2.409723 1.871265 -0.950380 0.2 -0.1 -0.1
H 1.975006 0.413703 -0.081240 0.3 -0.1 0.3
H 0.068438 2.127970 -0.706989 -0.1 0.0 0.1
H -0.364224 -2.758338 -0.227696 0.6 0.4 0.5
H -0.255100 -2.721803 -1.644901 0.7 0.3 -0.4
O 0.307623 -2.501705 -0.881830 -1.2 -0.7 -0.1
H 1.017633 0.476758 3.975455 0.1 0.0 -0.1
H 0.605088 0.749208 2.505536 0.2 0.4 0.1
O 0.265633 0.641624 3.400167 -0.2 -0.2 0.1
H 0.420193 -0.510381 -1.409707 0.0 0.1 -0.1
H -0.765349 -0.101982 -2.200528 0.0 0.1 -0.1
O 0.137745 0.197732 -2.012893 -0.2 -0.2 0.1
H -2.384198 -1.138987 -0.577282 0.2 -0.1 -0.3
H -3.310142 -0.655898 -1.690856 -0.1 -0.1 -0.1
O -2.552118 -1.228520 -1.534367 -0.1 0.2 0.2
H -1.412592 0.459481 0.541733 0.3 0.1 0.1
H -0.593057 -0.460071 1.452520 -0.2 0.0 0.1
O -1.335166 -0.453460 0.840111 -0.3 -0.2 0.0

***

[4]
21
Properties=species:S:1:pos:R:3:forces:R:3 method="wB97M-V/def2-TZVPD" smiles=CO.O.O.O.O.O relative_energy_ev=0.681 total_energy_ha=-497.9159
C -1.131306 -0.901891 -2.636506 -0.4 -2.6 1.3
O -1.017726 0.339970 -2.022364 -1.0 0.7 0.1
H -0.890296 -1.014965 -3.680652 0.3 0.6 -0.5
H -2.143294 -1.367747 -2.507589 0.2 1.3 -0.3
H -0.612787 -1.715182 -2.080089 0.6 0.6 -0.3
H -0.127260 0.658595 -1.809851 0.4 -0.7 -0.2
H 1.919755 2.514697 2.604419 0.4 0.2 0.0
H 1.219148 1.901306 1.450288 0.3 -0.1 -0.1
O 2.107265 2.193168 1.713431 -0.8 -0.1 0.2
H 1.245180 -0.712070 1.214751 -0.1 -0.2 0.0
H 2.498455 -0.269936 1.928721 0.1 0.0 -0.3
O 2.208401 -0.813941 1.182328 -0.1 0.2 0.1
H -0.541191 -1.274493 2.848017 0.3 0.2 -0.3
H -1.452671 -0.270214 2.205342 0.3 0.0 -0.4
O -0.517376 -0.535043 2.219972 -0.5 -0.1 0.6
H 2.171327 0.400504 -0.496603 -0.7 0.2 -0.7
H 1.783011 1.835524 -0.659801 0.0 0.2 -0.3
O 1.656699 0.990953 -1.110833 0.7 -0.3 1.0
H -3.455365 -0.947657 -0.400585 0.3 -0.1 0.7
H -2.161645 -0.193381 -0.234516 -0.5 -0.9 0.7
O -2.758324 -0.818197 0.272119 0.3 1.1 -1.4

***

[5]
22
Properties=species:S:1:pos:R:3:forces:R:3 method="wB97M-V/def2-TZVPD" smiles="C=O.O.O.O.O.O.O" relative_energy_ev=2.400 total_energy_ha=-573.0628
O 0.806128 0.338752 0.005076 -0.9 -0.6 -1.7
C 0.104499 -0.067746 -0.916879 -1.6 3.4 3.1
H 0.289734 -0.980629 -1.360177 0.6 -2.1 -1.5
H -0.910833 0.482897 -1.150063 1.8 -0.8 0.0
H -1.987305 -2.025182 1.737109 -2.0 2.3 -2.3
H -2.234607 -0.560759 1.865079 -0.5 -0.3 -1.1
O -2.491816 -1.248045 1.184809 2.5 -2.1 3.3
H 5.814801 3.007675 -0.782720 2.6 0.1 0.8
H 4.877891 2.260003 -1.605332 -0.4 -4.3 -3.4
O 4.944037 2.942937 -1.054561 -2.2 4.2 2.6
H -2.788805 -2.717850 -0.967077 0.1 2.8 2.9
H -1.743061 -3.456939 -1.883602 -3.5 0.5 1.1
O -2.754053 -3.352194 -1.607107 3.4 -3.2 -3.9
H 2.660936 1.191496 2.424630 3.3 0.6 0.8
H 3.885166 1.549749 3.412094 0.2 0.6 3.2
O 3.684123 1.350793 2.548046 -3.5 -1.3 -4.0
H -3.244477 -0.090719 -2.322757 -0.7 0.3 -0.9
H -4.402550 0.105870 -3.359034 -1.5 -0.7 -0.1
O -3.535554 0.369044 -3.138988 2.2 0.4 1.0
H -0.450946 1.145183 2.493719 0.2 -4.4 0.4
H -0.094892 -0.313110 1.822526 0.0 0.7 0.3
O -0.428414 0.068774 2.655209 -0.2 3.9 -0.6

***

Number 1: HOMO energy -4.291 eV. Number 2: HOMO energy -5.151 eV. Number 3: HOMO energy -9.327 eV. Number 4: HOMO energy -10.334 eV. Number 5: HOMO energy -10.989 eV.